Below is a cluster of 12 separate species, C18H38BCl22NO3 in total, with properties calculated with wB97M-V/def2-TZVPD.

XYZ file:
```
83
Properties=species:S:1:pos:R:3
C -1.32831 2.30427 -1.19648
C -0.64637 0.85261 -0.75059
B 0.97423 0.79081 -1.17204
O 1.62347 -0.53470 -1.18790
O 1.60080 2.08797 -1.48842
C 2.60768 2.48857 -0.49579
O 3.81115 1.85866 -0.57324
N 2.47488 3.56566 0.55578
C 1.43623 3.25176 1.60701
C 2.25463 3.12435 3.05231
C 1.18419 3.18986 4.29484
C 3.01728 1.64287 3.02149
H -1.25096 3.11091 -0.34344
H -0.85746 2.73777 -2.19733
H -2.48608 2.13645 -1.39909
H -1.23624 0.02857 -1.33719
H -0.76033 0.77369 0.42854
H 2.49914 -0.40447 -0.70315
H 2.38150 4.52443 0.15693
H 0.68342 4.14601 1.67092
H 0.84724 2.25338 1.45191
H 3.09582 3.93583 3.14054
H 0.46798 4.13065 4.21801
H 1.76545 3.13913 5.31130
H 0.46919 2.23993 4.18659
H 3.80355 1.66260 3.90322
H 3.49240 1.41204 1.97477
H 2.19220 0.83603 3.31486
Cl -3.08724 -2.91038 -0.80015
C -1.71677 -3.03918 0.30895
Cl -1.49857 -1.54414 1.22676
H -1.89880 -3.86102 1.00568
H -0.81000 -3.23827 -0.26755
Cl -2.02224 1.45975 1.76692
C -2.56499 3.06310 2.27638
Cl -1.61941 3.64774 3.65087
H -2.44885 3.75974 1.44260
H -3.61710 3.00706 2.56646
Cl -0.74641 -3.03480 -4.69281
C -0.97886 -1.64478 -3.62572
Cl -1.37772 -0.19223 -4.55099
H -1.79574 -1.86070 -2.93283
H -0.05720 -1.46801 -3.06580
Cl -6.04829 -2.76935 -2.46501
C -7.09758 -2.21525 -1.15473
Cl -6.61881 -0.60911 -0.59239
H -8.12751 -2.17289 -1.51728
H -7.02841 -2.91912 -0.32167
Cl -4.33369 1.77026 5.08622
C -5.87362 2.59784 4.82431
Cl -6.03392 3.12682 3.14513
H -6.69087 1.91219 5.06088
H -5.92387 3.47148 5.47886
Cl -10.02682 -2.02912 -1.11251
C -10.56957 -0.42576 -0.60304
Cl -9.62399 0.15887 0.77145
H -10.45342 0.27087 -1.43683
H -11.62168 -0.48180 -0.31297
Cl 1.24276 -8.27369 -5.64063
C 0.70001 -6.67034 -5.13117
Cl 1.64559 -6.08570 -3.75668
H 0.81615 -5.97370 -5.96495
H -0.35210 -6.72638 -4.84110
Cl 6.37851 6.64446 0.22742
C 5.33117 5.44531 0.99553
Cl 4.00870 6.22444 1.87256
H 4.91190 4.79347 0.22527
H 5.92345 4.85319 1.69755
Cl 5.64392 -2.03180 -3.32617
C 4.05102 -1.34392 -2.98800
Cl 2.89175 -1.77238 -4.25198
H 3.69253 -1.73008 -2.03073
H 4.13675 -0.25564 -2.93796
Cl 6.23661 0.03138 -0.46424
C 7.72376 -0.89305 -0.22200
Cl 8.97538 0.10175 0.53229
H 7.51036 -1.74736 0.42500
H 8.08545 -1.24551 -1.19111
Cl 2.95967 -5.79248 -0.26335
C 3.84212 -7.31154 -0.45985
Cl 3.19125 -8.56706 0.60088
H 3.75482 -7.64216 -1.49767
H 4.89370 -7.14671 -0.21241
```

Calculated values
- Frontier orbital gap: 9.93 eV
- E_HOMO: -9.88 eV
- Net charge: 0
- SMILES string: CCB(O)OC(=O)NCC(C)C.ClCCl.ClCCl.ClCCl.ClCCl.ClCCl.ClCCl.ClCCl.ClCCl.ClCCl.ClCCl.ClCCl


Below is a structure of composition C18H38BN6O2OsS, with properties calculated with wB97M-V/def2-TZVPD.

XYZ file:
```
67
Properties=species:S:1:pos:R:3
Os -1.58262 -0.39124 -1.17794
N -2.89125 0.92406 0.16387
C -4.23292 0.30145 0.32742
C -4.80351 -0.02894 -1.03634
N -3.91909 -0.95411 -1.78646
C -4.08334 -0.80577 -3.25619
C -2.76060 -0.79419 -4.00276
N -1.85336 0.20768 -3.38265
C -4.12510 -2.34893 -1.33367
C -2.88689 -3.20941 -1.48996
N -1.74820 -2.61129 -0.73302
H -2.46727 1.08297 1.07366
H -3.00109 1.85142 -0.24367
H -4.91183 0.96805 0.86010
H -4.10594 -0.59189 0.93920
H -4.89524 0.89433 -1.61071
H -5.81265 -0.43753 -0.93106
H -4.59906 0.13579 -3.44930
H -4.72149 -1.59406 -3.66230
H -2.94276 -0.56794 -5.05440
H -2.25622 -1.75798 -3.95741
H -2.26359 1.13589 -3.47810
H -0.97872 0.25152 -3.89712
H -4.95708 -2.80810 -1.87488
H -4.41076 -2.33170 -0.28042
H -2.58610 -3.29947 -2.53166
H -3.09534 -4.21497 -1.12349
H -0.89932 -3.13304 -0.93901
H -1.90510 -2.75044 0.26389
C 3.36524 2.04722 -1.38769
C 3.08080 0.61819 -0.96038
C 4.34053 -0.22052 -0.96697
O 2.58567 0.69715 0.43599
B 1.24583 0.59671 0.41018
O 0.70282 0.31687 -0.83343
C 1.87802 -0.04026 -1.71518
C 1.91590 -1.55496 -1.74692
C 1.64647 0.53238 -3.09784
H 4.04940 2.49793 -0.66967
H 2.46050 2.65525 -1.43171
H 3.85410 2.08098 -2.35998
H 5.14610 0.32444 -0.47676
H 4.65615 -0.41699 -1.99265
H 4.20669 -1.16990 -0.45301
H 2.14800 -1.98921 -0.77404
H 2.65296 -1.90860 -2.46746
H 0.93998 -1.92320 -2.07842
H 1.16039 1.50634 -3.05791
H 1.05821 -0.15992 -3.70265
H 2.59529 0.65657 -3.61916
C 4.64603 2.11719 4.00703
C 3.26983 1.59569 4.22423
C 2.71403 1.33458 5.45758
C 1.39768 0.88932 5.53203
N 0.66362 0.70900 4.40774
C 1.21100 0.96262 3.26232
S 0.13897 0.78827 1.85002
N 2.48367 1.39685 3.13863
C 0.72508 0.59414 6.82135
H 5.31740 1.75075 4.78026
H 4.62498 3.20806 4.07195
H 5.03910 1.83732 3.03030
H 3.30476 1.47296 6.35165
H 2.87942 1.51802 2.20893
H 1.39761 0.69744 7.66783
H 0.31424 -0.41599 6.79386
H -0.12003 1.27518 6.94434
```

Calculated values
- Frontier orbital gap (spin up / spin down): 8.19 / 7.81 eV
- E_HOMO (spin up / spin down): -16.23 / -17.03 eV
- Multiplicity: 5
- Net charge: +3


Below is a structure of composition C18H38BeFN2O2, with properties calculated with wB97M-V/def2-TZVPD.

XYZ file:
```
62
Properties=species:S:1:pos:R:3
Be -0.16299 -4.76787 2.76990
F 0.82542 -1.14796 3.02052
C 2.18926 3.48194 -0.57539
C 3.29393 2.84578 -1.48026
C 4.30624 3.98323 -1.74336
C 5.16880 4.35914 -0.51667
C 6.00930 3.20432 -0.07066
C 5.09342 1.92621 0.30206
N 4.06622 1.72886 -0.73480
O 3.34121 0.56877 -0.60129
C 6.03848 0.71880 0.32410
C 4.47671 2.12372 1.68730
C 2.64053 2.35364 -2.76205
H 2.55938 3.93302 0.34528
H 1.44361 2.72382 -0.33594
H 1.71582 4.35791 -1.01884
H 5.02355 3.72846 -2.52352
H 3.75989 4.88663 -2.01440
H 4.67524 4.80525 0.34675
H 5.84679 5.09976 -0.94084
H 6.49834 3.60642 0.81661
H 6.71812 2.96914 -0.86461
H 6.94798 0.76732 0.92289
H 5.47538 -0.15507 0.65177
H 6.47024 0.57306 -0.66607
H 4.26491 1.23434 2.28081
H 5.06216 2.75513 2.35562
H 3.48613 2.57850 1.69137
H 3.45185 2.08302 -3.43780
H 2.06005 3.21629 -3.08909
H 1.97557 1.50057 -2.62714
H 2.78988 0.74131 0.16544
C -4.50128 -2.46044 3.01897
C -4.79230 -2.23940 1.51279
C -4.25130 -0.80992 1.23848
C -4.04136 -0.43970 -0.25467
C -3.15842 -1.51074 -0.92835
C -3.66844 -2.92105 -0.65625
N -3.89349 -3.18596 0.74180
O -3.99430 -4.52848 1.06502
C -4.85685 -3.29520 -1.63953
C -2.45685 -3.77695 -1.14947
C -6.34566 -2.36829 1.18203
H -3.48387 -2.17031 3.28129
H -4.62963 -3.50565 3.30035
H -5.17869 -1.96549 3.71484
H -4.94371 -0.08657 1.66910
H -3.31060 -0.59429 1.74513
H -3.60961 0.53951 -0.46170
H -4.99752 -0.36003 -0.77190
H -2.13472 -1.38022 -0.57749
H -3.02573 -1.39896 -2.00446
H -5.67479 -2.57483 -1.65129
H -4.42454 -3.44608 -2.62869
H -5.16457 -4.28430 -1.30029
H -1.59742 -3.52416 -0.52850
H -2.71157 -4.83576 -1.10345
H -2.18903 -3.50927 -2.17159
H -6.59479 -1.97945 0.19470
H -6.85976 -1.92481 2.03475
H -6.54219 -3.44032 1.16695
H -4.47820 -4.80629 0.28382
```

Calculated values
- Frontier orbital gap: 1.86 eV
- E_HOMO: -10.59 eV
- Net charge: +1


The calculation returns the following energy values, one per record and in order: -11138.0474; -1700.5803; -1082.5353 hartree.
The calculation returns the following relative energy (zero: lowest compared OMol25 entry of this formula, charge and spin) values, one per record and in order: 2.880; 0.146; 4.436 eV.
The calculation returns the following max |F| values, one per record and in order: 8.41; 0.19; 2.79 eV/A.